No. 1
DFT (ωB97M-V/def2-TZVPD) results for one molecule with the formula C10H11NO.

- HOMO level (eV) = -6.91
- SMILES = C=C1C=Cc2ccoc2N1CC
- max |F| (eV Å⁻¹) = 4.87
- ΔE to the lowest compared entry with this formula, charge and spin (kJ/mol) = 368.1
- lowest unoccupied orbital energy (eV) = 0.90

Cartesian coordinates (Å):
C1 -2.312 -1.348 -0.206
C2 -0.999 -1.134 -0.185
C3 -0.070 -2.229 -0.046
C4 1.271 -2.066 0.117
C5 1.791 -0.720 -0.003
C6 3.106 -0.205 0.326
C7 3.021 1.099 0.018
O1 1.739 1.434 -0.200
C8 1.010 0.348 -0.325
N1 -0.321 0.321 -0.382
C9 -1.249 1.348 -0.710
C10 -1.865 1.926 0.583
H1 -2.942 -0.555 0.054
H2 -2.696 -2.265 -0.141
H3 -0.474 -3.147 0.243
H4 1.934 -2.913 0.104
H5 4.019 -0.713 0.601
H6 3.649 1.963 0.165
H7 -2.040 0.751 -1.386
H8 -0.748 2.107 -1.230
H9 -2.942 2.069 0.532
H10 -1.613 1.166 1.272
H11 -1.271 2.764 0.799

Atoms 1-2, force components in eV/Å:
1.6 3.7 0.2
2.4 2.1 -0.6

No. 2
DFT (ωB97M-V/def2-TZVPD) results for a 2-piece molecular cluster, C3H9NO2 overall.

- HOMO level (eV) = -9.49
- SMILES = CC=O.NCO
- max |F| (eV Å⁻¹) = 1.14
- ΔE to the lowest compared entry with this formula, charge and spin (kJ/mol) = 162.2
- lowest unoccupied orbital energy (eV) = 0.98

Cartesian coordinates (Å):
C1 -1.747 -0.229 -1.307
C2 -1.981 0.409 0.039
O1 -1.636 -0.085 1.078
H1 -1.894 -1.303 -1.243
H2 -2.418 0.176 -2.058
H3 -0.705 -0.080 -1.603
H4 -2.652 1.285 0.034
N1 1.230 0.938 0.590
C3 1.443 -0.433 0.317
O2 2.180 -1.159 1.310
H5 1.994 1.570 0.416
H6 0.692 1.167 1.409
H7 1.943 -0.532 -0.654
H8 0.503 -0.972 0.272
H9 3.049 -0.754 1.401

Atoms 1-2, force components in eV/Å:
0.3 0.0 0.1
-0.9 -0.7 -0.3

No. 3
DFT (ωB97M-V/def2-TZVPD) results for a 2-piece molecular cluster, C19H20O6 overall.

- HOMO level (eV) = -8.32
- max |F| (eV Å⁻¹) = 13.20
- ΔE to the lowest compared entry with this formula, charge and spin (kJ/mol) = 1439.6
- lowest unoccupied orbital energy (eV) = 0.56

Cartesian coordinates (Å):
O1 1.724 -1.001 -2.686
C1 1.954 -2.112 -2.196
C2 3.211 -2.548 -2.258
C3 3.753 -3.786 -1.872
C4 2.860 -4.593 -1.442
C5 1.657 -4.331 -1.161
C6 1.324 -3.118 -1.605
C7 -0.481 -2.840 -1.506
O2 -0.911 -3.260 -0.234
C8 -0.309 -2.353 0.856
H1 0.689 -2.690 1.043
C9 -0.768 -1.059 0.632
C10 -1.525 -0.267 1.638
O3 -1.783 0.984 1.777
C11 -0.612 1.719 1.588
C12 -0.720 3.148 1.669
C13 -0.813 4.026 2.760
C14 -1.199 5.240 2.822
C15 -1.749 5.908 1.672
C16 -1.455 5.124 0.528
C17 -1.192 3.791 0.333
O4 -0.983 3.056 -0.653
H2 -0.679 2.281 -0.542
H3 -1.629 5.562 -0.388
H4 -2.170 6.823 1.539
H5 -1.409 5.850 3.779
H6 -0.606 3.516 3.631
O5 0.138 1.278 0.693
C18 0.722 -0.096 0.666
H7 1.248 -0.187 -0.220
H8 1.100 -0.302 1.567
H9 -0.051 1.473 2.515
H10 -2.559 -0.824 1.866
H11 -0.987 -0.547 2.683
C19 -1.376 -0.819 -0.704
H12 -1.675 0.147 -0.798
O6 -0.836 -1.423 -1.795
H13 -2.235 -1.310 -0.352
H14 -0.772 -2.845 1.823
H15 -0.938 -3.594 -2.028
H16 0.966 -4.871 -0.551
H17 3.374 -5.812 -0.683
H18 4.891 -4.194 -1.990
H19 4.140 -1.933 -2.930
H20 0.680 -1.004 -2.684

Atoms 1-2, force components in eV/Å:
-6.0 5.2 -2.2
4.5 -4.8 1.4

- HOMO level of number 2 (C3H9NO2)?
  -9.49 eV